No. 1
# C28H19F4GdN6O4

A structure of composition C28H19F4GdN6O4 at a distorted geometry (wB97M-V/def2-TZVPD, the OMol25 dataset).

Last column: Mulliken charge in e.
Atoms and positions in Å:
Gd  -0.344  -0.473  1.398  0.816
C  2.696  -0.754  1.446  -0.866
C  2.358  -2.263  1.398  0.715
C  2.279  -2.846  2.810  -1.782
C  1.109  -2.503  0.559  -0.268
C  1.157  -2.256  -0.819  -0.130
C  0.072  -2.528  -1.638  -0.398
C  -1.118  -3.050  -1.122  0.519
C  -2.262  -3.401  -2.022  -1.758
C  -1.180  -3.300  0.249  -1.094
C  -0.090  -3.046  1.086  -0.217
H  3.566  -0.608  2.086  0.513
H  1.885  -0.149  1.906  0.207
H  2.945  -0.354  0.463  0.222
H  3.183  -2.761  0.883  0.583
H  1.556  -2.326  3.437  0.278
H  3.252  -2.758  3.290  0.461
H  2.033  -3.908  2.782  0.460
H  2.095  -1.936  -1.260  0.732
H  0.164  -2.391  -2.710  0.548
H  -2.285  -2.779  -2.916  0.375
H  -3.218  -3.324  -1.506  0.420
H  -2.155  -4.437  -2.352  0.421
H  -2.054  -3.801  0.647  0.498
H  -0.119  -3.409  2.108  0.511
C  -2.381  3.224  0.757  -1.093
C  -1.980  2.666  2.074  0.124
N  -1.264  1.566  2.285  -0.118
C  -1.144  1.437  3.672  0.098
C  -1.792  2.480  4.272  0.161
N  -2.301  3.224  3.247  0.016
C  -2.066  2.956  5.677  0.537
O  -1.548  2.286  6.664  -0.482
O  -2.746  3.941  5.782  -0.550
C  -0.454  0.258  4.285  0.742
O  -0.257  0.203  5.474  -0.758
O  -0.110  -0.663  3.418  -0.291
H  -1.863  2.706  -0.046  0.048
H  -2.144  4.286  0.703  0.458
H  -3.458  3.122  0.612  0.338
H  -2.846  4.064  3.409  0.261
H  -1.014  1.511  6.392  0.424
F  -1.425  1.236  -5.146  -0.296
C  -0.409  1.192  -4.315  -0.047
C  0.838  1.452  -4.789  0.096
F  0.979  1.738  -6.056  -0.258
C  2.008  1.436  -3.951  0.034
C  1.753  1.136  -2.570  0.544
C  0.509  0.867  -2.121  -0.240
F  0.411  0.628  -0.781  0.020
C  -0.659  0.846  -2.947  1.096
C  -1.932  0.500  -2.491  0.784
C  -2.097  0.057  -1.171  0.225
N  -2.132  -0.333  -0.087  -0.493
C  -3.121  0.515  -3.279  -0.581
N  -4.122  0.513  -3.844  -0.376
F  2.739  1.100  -1.700  -0.289
C  3.280  1.690  -4.433  1.194
C  3.571  1.912  -5.807  -0.302
N  3.877  2.074  -6.904  -0.310
C  4.425  1.739  -3.587  -0.101
N  5.349  1.797  -2.904  -0.384

The calculation puts the frontier orbital gap (alpha / beta) at 5.75 / 6.19 eV. Its spin multiplicity is 8. The total charge is +2. Its highest occupied orbital energy (alpha / beta) is -15.2 / -15.4 eV.


No. 2
# C28H20AuBrF5N2OS

A structure of composition C28H20AuBrF5N2OS at a distorted geometry (wB97M-V/def2-TZVPD, the OMol25 dataset).

Last column: Mulliken charge in e.
Atoms and positions in Å:
Au  -0.026  1.175  -1.532  0.606
C  -0.053  -4.236  -0.714  -1.982
C  -1.079  -4.269  0.418  2.019
C  -0.414  -4.882  1.659  -1.531
C  -2.266  -5.140  -0.019  -1.683
C  -1.590  -2.873  0.765  0.173
C  -2.521  -2.719  1.815  -0.571
C  -3.017  -1.495  2.204  -1.457
C  -2.569  -0.368  1.520  1.092
S  -2.955  1.311  1.777  -0.271
C  -1.907  1.744  0.513  1.058
N  -1.327  0.724  -0.076  -0.002
C  -1.665  -0.504  0.474  -0.699
C  -1.170  -1.747  0.089  0.292
C  -1.544  3.054  0.019  0.067
C  -1.985  4.274  0.509  -0.649
C  -1.493  5.450  -0.041  -0.842
C  -0.560  5.412  -1.065  -0.749
C  -0.098  4.194  -1.572  -0.223
C  -0.614  3.056  -1.018  0.245
H  0.292  -5.250  -0.916  0.446
H  0.822  -3.637  -0.450  0.328
H  -0.483  -3.848  -1.641  0.373
H  -0.037  -5.878  1.420  0.457
H  -1.114  -4.986  2.489  0.343
H  0.426  -4.272  1.996  0.300
H  -1.914  -6.140  -0.279  0.452
H  -2.765  -4.716  -0.892  0.388
H  -3.006  -5.247  0.775  0.340
H  -2.859  -3.598  2.347  0.456
H  -3.722  -1.416  3.020  0.417
H  -0.451  -1.810  -0.718  0.354
H  -2.700  4.307  1.321  0.444
H  -1.834  6.403  0.339  0.424
H  -0.178  6.334  -1.483  0.438
H  0.633  4.174  -2.367  0.390
Br  1.375  3.047  -6.795  -0.119
C  1.918  2.504  -5.086  -0.292
C  3.252  2.562  -4.699  0.043
C  3.599  2.151  -3.424  -0.948
C  2.620  1.695  -2.565  -0.044
N  1.336  1.643  -2.961  -0.162
C  0.978  2.041  -4.194  -0.050
H  4.001  2.926  -5.390  0.492
H  4.626  2.182  -3.089  0.468
H  2.815  1.361  -1.545  0.516
H  -0.070  1.978  -4.453  0.466
F  1.831  -0.459  5.425  -0.313
C  1.809  -0.098  4.136  0.742
C  1.607  1.224  3.784  0.143
F  1.428  2.141  4.739  -0.304
C  1.582  1.588  2.452  0.402
F  1.355  2.879  2.127  -0.389
C  1.758  0.666  1.413  -0.406
O  1.707  1.017  0.153  -0.413
C  1.953  -0.661  1.815  0.566
F  2.105  -1.600  0.858  -0.470
C  1.985  -1.041  3.142  0.169
F  2.175  -2.323  3.473  -0.341

The calculation puts the frontier orbital gap (alpha / beta) at 4.66 / 4.66 eV. The total charge is +1. Its highest occupied orbital energy (alpha / beta) is -10.0 / -10.0 eV.


no.,E (eV)
1,-78162.866
2,-132537.392